(1)
ORCA calculation (the ωB97M-V functional and the def2-TZVPD basis) on a structure of composition F4Sr3 at a distorted geometry.

```
7
Properties=species:S:1:pos:R:3:forces:R:3:lowdin_charge:R:1
Sr 3.108 0.824 -0.595 -1.904 -0.637 2.060 1.779
Sr -1.053 -0.012 1.603 0.826 -2.398 -1.308 1.580
Sr -0.717 0.659 -2.411 -1.900 -2.172 2.522 1.704
F -0.547 -2.506 1.096 -0.171 2.336 0.668 -0.769
F 0.879 1.756 1.499 0.195 -0.989 -1.219 -0.768
F 0.621 -0.360 -0.543 1.331 1.977 -1.859 -0.777
F -2.291 -0.360 -0.649 1.624 1.884 -0.864 -0.749
```
Positions in Å, forces in eV/Å.

Calculated values
LUMO energy   -9.92 eV
Total charge   +2
Relative energy (zero: lowest compared OMol25 entry of this formula, charge and spin)   2.011 eV
HOMO-LUMO gap   3.9 eV

=====

(2)
ORCA calculation (the ωB97M-V functional and the def2-TZVPD basis) on a cluster of 2 separate species, C4H12 in total at a distorted geometry.

```
16
Properties=species:S:1:pos:R:3:forces:R:3:lowdin_charge:R:1
C 1.099 -0.378 1.801 0.619 1.079 0.154 -0.156
C 2.465 -0.575 1.094 -0.842 0.092 0.112 -0.155
H 1.157 0.513 2.439 0.028 -0.104 -0.033 0.060
H 0.339 -0.114 1.075 -0.377 -0.428 -0.045 0.035
H 0.787 -1.169 2.473 -0.053 -0.368 -0.251 0.057
H 2.369 -0.288 0.053 0.043 0.063 -0.222 0.050
H 2.783 -1.612 1.097 0.252 -0.043 0.182 0.056
H 3.202 0.092 1.531 0.314 -0.284 0.095 0.056
C -2.331 0.798 -1.068 -0.187 -0.163 -0.515 -0.167
C -1.197 0.080 -1.833 -0.265 0.429 0.734 -0.159
H -2.621 0.254 -0.174 0.055 0.048 0.213 0.056
H -2.109 1.830 -0.824 0.262 0.059 0.272 0.055
H -3.226 0.850 -1.687 -0.060 -0.027 -0.069 0.055
H -1.632 -0.486 -2.652 0.388 -0.070 -0.148 0.060
H -0.437 0.782 -2.158 -0.116 0.134 -0.534 0.057
H -0.650 -0.577 -1.167 -0.062 -0.417 0.055 0.040
```
Positions in Å, forces in eV/Å.

Calculated values
LUMO energy   1.13 eV
SMILES   CC.CC
Relative energy (zero: lowest compared OMol25 entry of this formula, charge and spin)   0.318 eV
HOMO-LUMO gap   12.9 eV

=====

(3)
ORCA calculation (the ωB97M-V functional and the def2-TZVPD basis) on a cluster of 6 separate species, C30H75BIN3O23P5 in total at a distorted geometry.

```
138
Properties=species:S:1:pos:R:3:forces:R:3:lowdin_charge:R:1
C 1.110 -7.047 -7.318 -0.047 0.621 0.430 -0.032
C 0.351 -5.817 -6.780 1.241 -1.101 -0.201 -0.211
O -0.990 -6.217 -6.432 -0.514 1.145 -0.658 0.086
B -1.621 -5.394 -5.550 0.773 -0.022 0.276 -0.592
O -1.046 -5.177 -4.315 -0.879 0.107 -0.082 0.181
C -2.999 -4.675 -5.986 0.134 -1.104 1.125 -0.087
N -2.809 -3.728 -7.129 -0.437 -0.240 0.107 0.185
C -2.378 -2.371 -6.730 -0.343 2.089 -0.627 -0.344
O -0.973 -2.346 -6.440 -0.493 -0.266 0.138 -0.017
C -0.323 -2.012 -7.521 0.683 -1.161 -1.196 -0.360
N 0.199 -2.002 -8.558 -0.415 0.536 0.976 0.243
C -3.212 -1.759 -5.615 0.613 -1.161 1.159 -0.582
I -2.333 0.158 -5.206 -0.354 -0.041 -0.188 1.062
C -3.194 -2.690 -4.366 0.169 -0.136 -0.922 -0.319
C -3.959 -2.069 -3.200 -0.438 -0.715 0.607 -0.178
C -3.537 -2.535 -1.796 0.697 0.114 0.174 -0.174
C -2.009 -2.651 -1.572 -0.232 -0.849 0.221 -0.188
C -1.535 -2.223 -0.161 0.056 0.394 -0.876 -0.167
C -0.626 -0.969 -0.215 -0.373 -0.330 0.587 -0.259
N 0.637 -1.126 0.525 -0.099 0.236 -0.245 0.002
C -3.808 -4.053 -4.837 0.073 1.212 -0.288 -0.237
C -4.081 -5.034 -3.701 -0.865 -0.239 -0.019 -0.191
C -4.673 -6.387 -4.164 0.430 0.452 0.311 -0.050
H 1.997 -7.202 -6.709 0.148 -0.057 -0.126 0.080
H 0.491 -7.930 -7.194 -0.089 -0.066 -0.285 0.084
H 1.412 -6.887 -8.348 -0.042 -0.294 -0.126 0.078
H 0.349 -5.015 -7.525 -0.392 -0.035 -0.081 0.106
H 0.920 -5.442 -5.929 -0.487 0.097 0.349 0.114
H -1.231 -5.940 -3.755 0.548 -0.023 0.336 0.134
H -3.612 -5.494 -6.373 0.142 -0.006 -0.278 0.154
H -3.719 -3.615 -7.583 -0.006 0.103 -0.107 0.205
H -2.184 -4.110 -7.847 0.121 -0.084 0.096 0.200
H -2.517 -1.734 -7.605 -0.056 -0.175 -0.189 0.155
H -4.254 -1.678 -5.923 0.066 0.470 -0.318 0.115
H -2.139 -2.893 -4.170 -0.007 0.156 0.487 0.121
H -3.957 -0.982 -3.202 0.263 0.044 -0.281 0.064
H -5.006 -2.367 -3.328 -0.102 0.245 -0.068 0.124
H -3.922 -1.847 -1.044 -0.222 0.169 -0.197 0.112
H -3.973 -3.501 -1.555 -0.155 0.012 0.022 0.094
H -1.449 -2.151 -2.362 0.023 0.312 0.130 0.091
H -1.755 -3.709 -1.690 0.088 0.011 -0.180 0.098
H -1.000 -3.039 0.322 0.051 -0.059 -0.024 0.100
H -2.427 -2.036 0.435 0.112 0.082 0.235 0.100
H -1.217 -0.143 0.187 0.273 0.202 0.106 0.104
H -0.378 -0.709 -1.243 -0.164 -0.065 -0.117 0.094
H 0.728 -2.053 0.915 -0.078 -0.091 0.026 0.054
H 1.385 -1.026 -0.144 0.323 0.022 0.210 0.063
H -4.793 -3.786 -5.255 -0.091 -0.133 0.026 0.158
H -3.232 -5.157 -3.035 0.203 -0.050 -0.145 0.107
H -4.846 -4.570 -3.084 0.017 0.158 -0.004 0.107
H -3.900 -7.153 -4.143 -0.138 -0.229 -0.327 0.083
H -5.467 -6.695 -3.491 0.037 -0.122 0.100 0.084
H -5.125 -6.298 -5.151 0.034 -0.179 -0.089 0.078
C 2.300 -2.403 -6.228 0.143 0.219 0.086 -0.130
O 3.481 -2.557 -5.425 -0.599 -2.285 -2.217 -0.216
P 4.889 -3.043 -6.194 4.627 3.414 2.745 0.552
O 5.709 -3.417 -5.018 -0.754 -0.407 -0.277 -0.247
O 5.191 -1.553 -6.768 0.062 -0.326 -0.327 -0.274
C 5.431 -0.494 -5.841 -0.240 0.240 0.124 -0.096
O 5.613 -3.761 -7.461 -3.315 -0.744 -0.177 -0.258
C 7.015 -3.528 -7.614 0.683 0.035 -0.064 -0.093
H 1.520 -1.992 -5.587 0.100 -0.004 0.099 0.087
H 2.474 -1.720 -7.061 0.048 -0.034 0.012 0.084
H 1.972 -3.372 -6.611 -0.059 0.061 -0.017 0.065
H 5.766 -0.872 -4.875 -0.021 -0.099 -0.037 0.088
H 4.525 0.098 -5.708 -0.003 -0.015 0.037 0.083
H 6.205 0.143 -6.263 -0.003 -0.055 -0.069 0.091
H 7.566 -3.925 -6.765 -0.139 0.057 0.110 0.090
H 7.224 -2.468 -7.743 -0.119 0.002 0.079 0.088
H 7.321 -4.059 -8.513 -0.205 -0.041 -0.010 0.093
C 1.615 0.496 3.654 0.579 -0.181 0.091 -0.131
O 0.227 0.796 3.769 0.932 -3.259 -0.108 -0.252
P -0.763 -0.296 4.654 -5.414 6.276 1.688 0.671
O -2.005 0.317 4.067 0.219 -0.632 -0.544 -0.293
O -0.318 0.376 6.067 0.112 -1.010 0.197 -0.275
C -0.439 1.787 6.227 0.343 0.346 -0.073 -0.099
O -1.510 -1.573 5.395 3.056 -1.722 -1.309 -0.283
C -2.625 -1.276 6.225 -0.376 0.136 0.422 -0.108
H 2.132 1.317 3.163 -0.142 0.094 0.026 0.081
H 2.059 0.337 4.641 0.070 0.069 -0.030 0.086
H 1.729 -0.405 3.051 0.237 0.107 -0.109 0.061
H -1.170 2.209 5.537 0.007 -0.121 -0.068 0.088
H 0.528 2.265 6.072 -0.028 0.025 -0.036 0.084
H -0.762 1.974 7.250 0.018 -0.145 0.022 0.092
H -3.431 -0.835 5.644 0.124 0.103 -0.097 0.061
H -2.343 -0.615 7.044 0.044 0.045 -0.072 0.089
H -2.967 -2.222 6.641 0.189 -0.078 -0.076 0.093
C 5.817 4.205 6.776 0.290 0.024 0.012 -0.099
O 5.679 3.387 5.590 -2.587 2.157 1.897 -0.250
P 4.841 4.037 4.275 4.945 -4.327 -6.197 0.691
O 4.744 2.691 3.601 -0.890 -0.039 0.939 -0.276
O 6.187 4.858 3.822 -0.373 0.480 0.038 -0.324
C 7.407 4.139 3.661 0.294 -0.010 0.402 -0.092
O 3.976 4.853 3.110 -1.766 1.639 2.962 -0.297
C 4.366 4.661 1.759 0.178 -0.055 -0.469 -0.117
H 6.461 3.674 7.473 -0.001 -0.104 -0.089 0.090
H 6.269 5.170 6.536 -0.044 0.001 -0.005 0.080
H 4.846 4.365 7.244 0.048 -0.011 0.076 0.083
H 7.230 3.079 3.481 -0.116 0.015 0.030 0.089
H 8.033 4.259 4.547 0.034 -0.065 -0.015 0.088
H 7.929 4.567 2.806 -0.095 0.094 -0.008 0.093
H 4.236 3.622 1.462 0.074 -0.044 0.154 0.082
H 5.397 4.975 1.597 0.003 -0.055 0.056 0.084
H 3.711 5.287 1.154 -0.063 0.100 0.194 0.092
C 1.503 9.662 5.888 -0.047 0.218 -0.033 -0.102
O 2.757 9.362 6.537 -1.192 -2.321 -2.027 -0.225
P 3.949 8.637 5.630 5.249 2.855 1.985 0.548
O 4.872 8.194 6.707 -0.792 -0.362 -0.200 -0.262
O 4.382 10.031 4.915 0.051 -0.342 -0.321 -0.275
C 4.903 11.084 5.724 -0.198 0.276 0.125 -0.098
O 4.379 7.749 4.335 -3.276 -0.307 0.326 -0.258
C 5.760 7.770 3.978 0.743 0.219 -0.250 -0.104
H 0.888 10.216 6.592 0.101 -0.020 0.087 0.089
H 1.663 10.275 4.997 0.037 -0.018 0.027 0.086
H 0.985 8.744 5.613 -0.054 0.033 0.030 0.083
H 5.312 10.708 6.662 -0.041 -0.092 -0.023 0.087
H 4.122 11.815 5.934 -0.001 -0.012 0.045 0.085
H 5.696 11.572 5.160 -0.019 -0.057 -0.061 0.089
H 6.374 7.349 4.771 -0.113 0.086 0.130 0.082
H 6.091 8.779 3.737 -0.152 0.053 0.150 0.091
H 5.876 7.147 3.096 -0.299 -0.051 0.028 0.079
C -5.593 0.226 3.487 0.150 0.113 0.096 -0.098
O -7.004 0.539 3.495 0.788 -3.161 -0.529 -0.226
P -8.027 -0.518 4.270 -4.061 3.859 2.789 0.544
O -9.338 -0.054 3.756 0.600 -0.427 -0.407 -0.258
O -7.655 0.059 5.746 -0.071 -0.496 0.064 -0.278
C -7.974 1.415 6.051 0.241 0.276 -0.028 -0.101
O -8.312 -2.015 4.850 2.693 -0.221 -1.946 -0.260
C -9.398 -2.149 5.764 -0.518 -0.102 0.352 -0.103
H -5.060 1.057 3.034 -0.100 0.050 0.009 0.090
H -5.223 0.083 4.504 -0.010 0.027 -0.008 0.069
H -5.409 -0.675 2.901 0.083 0.039 -0.016 0.083
H -8.770 1.795 5.411 0.008 -0.086 -0.055 0.086
H -7.087 2.041 5.943 -0.018 0.020 -0.038 0.085
H -8.302 1.451 7.089 0.013 -0.081 -0.001 0.088
H -10.340 -1.893 5.284 0.081 0.138 -0.078 0.088
H -9.243 -1.534 6.650 0.056 0.071 -0.095 0.087
H -9.428 -3.195 6.063 0.164 -0.008 -0.113 0.090
```
Positions in Å, forces in eV/Å.

Calculated values
LUMO energy   -3.56 eV
Total charge   +1
Relative energy (zero: lowest compared OMol25 entry of this formula, charge and spin)   0.000 eV
HOMO-LUMO gap   7.3 eV

=====

no.,E_HOMO (eV)
1,-13.87
2,-11.78
3,-10.89